Record 1
{"formula": "C30H47Cl2N4O7PrSSi", "method": "the ωB97M-V functional and the def2-TZVPD basis", "multiplicity": 3, "relative_energy_kcal_mol": 74.3, "symbols": ["C", "C", "H", "H", "H", "C", "C", "H", "H", "H", "H", "Pr", "Cl", "C", "O", "N", "C", "C", "H", "H", "H", "H", "H", "H", "H", "H", "H", "C", "C", "N", "H", "C", "O", "H", "H", "H", "H", "H", "H", "C", "C", "N", "H", "C", "O", "H", "H", "H", "H", "O", "C", "C", "C", "H", "C", "H", "C", "H", "C", "C", "H", "H", "H", "Si", "Cl", "C", "C", "C", "H", "H", "H", "H", "H", "H", "H", "H", "H", "O", "C", "N", "S", "O", "O", "C", "C", "C", "C", "C", "C", "H", "H", "H", "H"], "positions_angstrom": [[3.3090, -2.3854, -6.4228], [2.7759, -1.6412, -7.5893], [3.3383, -3.4539, -6.6286], [2.6843, -2.2246, -5.5515], [4.3529, -2.1011, -6.1992], [2.7865, -2.1685, -8.8309], [3.3232, -3.5271, -9.1908], [2.4215, -1.6161, -9.7003], [2.8883, -4.3414, -8.5840], [4.4216, -3.5619, -9.0709], [3.1009, -3.7412, -10.2500], [0.6050, 0.1666, -1.1549], [2.3676, 1.1995, -2.7765], [-0.5167, 2.9984, -1.8231], [-1.0627, 1.8713, -1.6085], [-1.1005, 3.9981, -2.4750], [-2.4333, 3.8301, -3.0380], [-0.2830, 5.1213, -2.9241], [0.5064, 3.1921, -1.4934], [-3.0635, 3.2778, -2.3333], [-2.3866, 3.2941, -4.0001], [-2.8378, 4.8298, -3.2234], [0.3610, 5.4497, -2.0958], [-0.9453, 5.9303, -3.2464], [0.3548, 4.8202, -3.7752], [-2.5412, 1.9074, 1.8343], [-0.7542, 1.7927, 4.1400], [-2.7061, 0.8949, 2.2282], [-1.0640, 0.7353, 4.1065], [-1.4569, 0.3572, 2.7542], [-3.0785, 0.2397, 1.4346], [-0.6441, -0.3241, 1.9608], [-0.8658, -0.4810, 0.7304], [-0.2215, 0.1013, 4.4234], [0.2592, -0.7550, 2.4471], [-3.4136, 0.9468, 3.0595], [-1.9248, 0.5983, 4.7738], [-0.7983, -5.9270, -0.7045], [0.0470, -3.9036, -3.6740], [-1.5828, -5.3401, -1.2052], [-0.9547, -4.2017, -3.3380], [-1.0286, -4.1680, -1.8804], [-2.3259, -5.0283, -0.4573], [-0.5947, -3.1240, -1.1798], [0.0445, -2.1447, -1.6758], [-1.7050, -3.5249, -3.7725], [-0.8394, -3.1688, -0.1062], [-2.0600, -5.9669, -1.9619], [-1.1897, -5.2203, -3.6542], [1.7210, 0.0647, -6.1099], [2.4426, -0.1623, -7.3236], [0.7566, -0.0131, -9.2393], [1.8046, 0.5629, -8.5137], [0.3923, -1.0186, -8.9902], [0.1400, 0.7308, -10.2658], [3.4318, 0.3056, -7.1257], [2.2845, 1.8340, -8.8312], [-0.7195, 0.3044, -10.7935], [0.6091, 2.0137, -10.5766], [1.6816, 2.5544, -9.8552], [3.0919, 2.2407, -8.2313], [0.1210, 2.5909, -11.3728], [2.0454, 3.5520, -10.0868], [-0.0234, -0.1429, -5.8697], [0.2661, -2.2684, -5.6535], [-1.4872, -0.6310, -7.0256], [-0.1398, 1.8471, -6.0497], [-0.7327, 0.0778, -4.0975], [-1.5275, -0.0917, -7.9742], [-2.4131, -0.4248, -6.4698], [-1.5444, -1.7046, -7.2781], [-1.0432, -0.8764, -3.6291], [-1.5706, 0.7929, -4.0389], [0.1441, 0.5144, -3.5751], [0.0893, 2.1709, -7.0749], [0.6227, 2.3251, -5.4152], [-1.1169, 2.2788, -5.7832], [2.2742, 0.0453, 0.6652], [1.9822, 1.1953, 1.1499], [1.0976, 2.0033, 0.5239], [0.7168, 3.3956, 1.3400], [1.1869, 4.5523, 0.6239], [-0.6607, 3.3556, 1.7685], [1.7453, 2.9431, 2.6935], [1.7847, 3.5675, 3.9376], [2.4755, 2.9193, 4.9727], [3.0667, 1.6579, 4.7567], [3.0156, 1.0504, 3.4970], [2.3673, 1.7251, 2.4628], [1.2981, 4.5357, 4.0729], [2.5375, 3.3879, 5.9613], [3.5840, 1.1572, 5.5787], [3.4470, 0.0719, 3.2673]]}



Record 2
{"formula": "C17H15BrFN5O2", "method": "the ωB97M-V functional and the def2-TZVPD basis", "relative_energy_kcal_mol": 41.2, "smiles": "O=C(c1ccc(Br)o1)N1CCCC[C@@H]1c1nnn(-c2cccc(F)c2)n1", "symbols": ["O", "C", "C", "C", "C", "C", "Br", "O", "N", "C", "C", "C", "C", "C", "C", "N", "N", "N", "C", "C", "C", "C", "C", "F", "C", "N", "H", "H", "H", "H", "H", "H", "H", "H", "H", "H", "H", "H", "H", "H", "H"], "positions_angstrom": [[-1.2294, 3.7806, 1.1267], [-0.6938, 2.7580, 1.5451], [-0.7470, 2.6221, 3.0286], [-1.5541, 3.4678, 3.8459], [-1.0723, 3.3845, 5.1654], [-0.0703, 2.4856, 5.1229], [0.7748, 1.6184, 6.6878], [0.1542, 1.9977, 3.8590], [0.0013, 2.0149, 0.6919], [0.4761, 2.5168, -0.6181], [2.0420, 2.2738, -0.8377], [2.4624, 0.8845, -0.4481], [1.9332, 0.3641, 0.8389], [0.3574, 0.5575, 1.0353], [-0.2963, -0.4846, 0.1391], [-1.6146, -0.3030, -0.2134], [-1.8808, -1.2123, -0.9802], [-0.8148, -1.9797, -1.1973], [-0.8601, -3.0185, -2.2120], [0.2166, -3.9525, -2.2442], [0.1222, -4.9961, -3.1004], [-0.9874, -4.9996, -4.0003], [-1.9154, -4.0743, -4.1971], [-2.8655, -4.2619, -5.1024], [-1.9388, -3.1745, -3.1537], [0.2236, -1.5335, -0.4877], [-2.3094, 4.1518, 3.4324], [-1.5584, 3.9160, 6.0521], [-0.1000, 2.1174, -1.3717], [0.2442, 3.5562, -0.7002], [2.4748, 3.0391, -0.2721], [2.2099, 2.4218, -1.9599], [2.0976, 0.2805, -1.2228], [3.5460, 0.8665, -0.3307], [2.4740, 0.9666, 1.5776], [2.2655, -0.6262, 0.9287], [0.0156, 0.2628, 2.0563], [1.0295, -3.8918, -1.5429], [0.9980, -5.6691, -3.0981], [-0.9602, -5.7401, -4.7799], [-2.6506, -2.3874, -3.0626]]}



Record 3
{"formula": "C25H43F3HfO3P2S", "method": "the ωB97M-V functional and the def2-TZVPD basis", "relative_energy_kcal_mol": 35.3, "total_charge": 2, "symbols": ["Hf", "C", "C", "C", "C", "C", "C", "H", "H", "H", "C", "H", "H", "H", "C", "H", "H", "H", "C", "H", "H", "H", "C", "H", "H", "H", "C", "C", "C", "C", "C", "C", "C", "C", "H", "H", "H", "H", "H", "H", "H", "H", "H", "H", "H", "H", "P", "P", "C", "C", "H", "H", "H", "H", "C", "H", "H", "H", "C", "H", "H", "H", "C", "H", "H", "H", "C", "H", "H", "H", "F", "C", "F", "F", "S", "O", "O", "O"], "positions_angstrom": [[1.5447, -0.8972, 1.1823], [0.7391, -3.0760, 2.4326], [0.4651, -3.3382, 1.0661], [2.7256, -2.6458, 1.2005], [2.0966, -2.5854, 2.5517], [1.6527, -3.0485, 0.2966], [-0.0914, -3.4791, 3.6072], [-1.0514, -3.9175, 3.2935], [-0.3096, -2.6008, 4.2374], [0.4018, -4.2424, 4.2400], [2.8519, -2.4513, 3.8250], [2.2252, -2.0151, 4.6172], [3.7338, -1.8065, 3.6696], [3.2038, -3.4491, 4.1540], [4.1024, -2.1966, 0.8388], [4.6400, -3.1445, 0.9427], [4.5266, -1.4480, 1.5268], [4.1665, -1.8303, -0.2000], [1.8458, -3.3448, -1.1551], [2.2500, -4.3682, -1.2249], [2.5787, -2.6543, -1.6040], [0.9117, -3.2964, -1.7384], [-0.6339, -4.2478, 0.6299], [-0.3331, -5.3078, 0.7413], [-0.9056, -4.0794, -0.4189], [-1.5411, -4.1076, 1.2315], [-2.1674, -0.0511, 1.3878], [-2.4647, -1.2418, 0.7914], [-2.4881, -1.4437, -0.6876], [-1.6711, -0.6267, -1.6735], [-0.2242, -0.4368, -1.5308], [0.3691, 0.5840, -0.8235], [-0.3116, 1.4934, 0.1253], [-1.7623, 1.1570, 0.6636], [-3.5354, -1.2285, -0.9915], [-2.0788, 0.3870, -1.7428], [-2.3749, -2.5255, -0.8764], [-2.4523, 1.2674, -0.1691], [-2.0796, -0.0184, 2.4804], [-2.5082, -2.1315, 1.4161], [-1.9485, 1.9716, 1.3714], [0.3421, 1.8602, 0.9239], [1.4281, 0.8228, -1.0021], [-0.4251, 2.4929, -0.3647], [-1.8439, -1.0674, -2.6544], [0.4283, -1.0468, -2.1666], [-2.2249, 2.8718, -1.7861], [0.5995, 2.1553, -2.9769], [-1.7834, 3.6634, -3.4003], [-0.2568, 3.6925, -3.6141], [-2.1613, 4.6984, -3.3192], [-2.3237, 3.1015, -4.1949], [-0.0420, 3.6940, -4.6943], [0.2285, 4.5581, -3.1137], [2.2808, 2.5415, -3.5784], [2.8600, 1.6057, -3.6057], [2.7235, 3.2723, -2.8817], [2.1550, 2.9710, -4.5843], [0.0358, 1.0215, -4.3251], [0.0006, 1.6235, -5.2439], [-0.9557, 0.5929, -4.1040], [0.7824, 0.2176, -4.4175], [-1.9913, 4.3537, -0.6988], [-2.1468, 4.0804, 0.3579], [-2.7679, 5.0632, -1.0234], [-0.9819, 4.7773, -0.8358], [-4.0584, 2.8387, -1.9382], [-4.2958, 2.7289, -3.0116], [-4.4254, 3.7891, -1.5193], [-4.4447, 1.9809, -1.3594], [1.6205, 2.1201, 5.8814], [1.7938, 1.1297, 5.0169], [2.8880, 1.3727, 4.2627], [2.0386, -0.0285, 5.7320], [0.3346, 0.8211, 3.9031], [-0.5123, -0.2155, 4.4296], [-0.2090, 2.0626, 3.4470], [1.2119, 0.2051, 2.7757]]}



Record 4
{"formula": "C39H50AsBaN3O6SSe", "method": "the ωB97M-V functional and the def2-TZVPD basis", "relative_energy_kcal_mol": 22.1, "total_charge": 2, "symbols": ["Ba", "O", "N", "C", "C", "C", "C", "N", "C", "Se", "N", "C", "C", "C", "C", "C", "C", "C", "C", "C", "C", "H", "H", "H", "H", "H", "H", "H", "H", "H", "H", "H", "H", "H", "H", "H", "H", "H", "H", "H", "H", "H", "H", "C", "O", "H", "H", "H", "H", "C", "C", "C", "O", "C", "H", "H", "H", "H", "H", "H", "H", "H", "C", "S", "O", "O", "O", "H", "H", "H", "C", "C", "C", "C", "C", "C", "As", "C", "C", "C", "C", "C", "C", "C", "C", "C", "C", "C", "C", "H", "H", "H", "H", "H", "H", "H", "H", "H", "H", "H", "H", "H"], "positions_angstrom": [[-1.0711, 0.7222, -1.1616], [-0.6405, -0.9934, 0.7175], [-1.4626, -0.3287, 1.2703], [1.8309, -0.3784, 6.1032], [1.7386, -1.7384, 5.4178], [0.8566, -1.7582, 4.1680], [1.5190, -1.2607, 2.8855], [1.7172, 0.1980, 2.8457], [0.7771, 1.1545, 2.9004], [-1.0791, 1.1529, 2.4313], [1.3530, 2.3452, 3.1223], [0.6921, 3.6398, 3.3238], [0.7842, 4.1002, 4.7760], [0.0560, 3.1840, 5.7575], [-1.4630, 3.2274, 5.6223], [2.7251, 2.1646, 3.1923], [3.7656, 3.0797, 3.3313], [5.0423, 2.5638, 3.2911], [5.2791, 1.1891, 3.1249], [4.2493, 0.2835, 2.9901], [2.9581, 0.8044, 3.0188], [2.4361, -0.4427, 7.0066], [0.8387, -0.0326, 6.4022], [2.2868, 0.3869, 5.4714], [1.3250, -2.4527, 6.1306], [2.7376, -2.1016, 5.1595], [-0.0632, -1.1917, 4.3522], [0.5481, -2.7842, 3.9556], [0.9408, -1.5540, 2.0176], [2.5093, -1.6961, 2.7733], [-0.3506, 3.5417, 3.0227], [1.1581, 4.3441, 2.6349], [0.3580, 5.1050, 4.8201], [1.8345, 4.1895, 5.0592], [0.3316, 3.4852, 6.7687], [0.4190, 2.1571, 5.6427], [-1.8355, 4.2445, 5.7534], [-1.9381, 2.6031, 6.3783], [-1.8188, 2.8707, 4.6516], [3.5876, 4.1387, 3.4507], [5.8867, 3.2320, 3.3852], [6.3000, 0.8349, 3.0952], [4.4473, -0.7690, 2.8475], [-4.7016, 2.0798, 2.3826], [-3.8117, 1.1284, 2.9811], [-5.1091, 2.7602, 3.1309], [-5.5196, 1.5830, 1.8598], [-4.1191, 2.6485, 1.6587], [-4.3297, 0.5297, 3.5290], [-3.4279, 1.0275, -5.6220], [-2.1153, 1.7170, -6.0095], [-1.1961, 1.4546, -4.8102], [-2.0271, 0.8803, -3.7693], [-3.4029, 1.1318, -4.1110], [-3.4121, -0.0237, -5.9144], [-4.3020, 1.5042, -6.0602], [-2.2682, 2.7868, -6.1450], [-1.6989, 1.3159, -6.9305], [-0.7354, 2.3673, -4.4333], [-0.4212, 0.7181, -5.0352], [-3.6930, 2.1289, -3.7638], [-4.0119, 0.3772, -3.6114], [-1.0823, 5.2885, -0.5650], [-0.9371, 3.5442, -0.7611], [-0.5841, 3.2460, -2.1548], [0.1263, 3.0135, 0.1156], [-2.2395, 2.9483, -0.3581], [-0.0807, 5.7061, -0.5004], [-1.6588, 5.4838, 0.3351], [-1.6015, 5.6736, -1.4388], [-2.7336, -3.2787, -6.6953], [-3.3965, -3.1513, -5.4815], [-2.6870, -2.8092, -4.3400], [-1.3113, -2.6106, -4.4053], [-0.6470, -2.7453, -5.6174], [-1.3631, -3.0749, -6.7615], [-0.3979, -2.1056, -2.7643], [-0.2635, -3.8531, -1.9318], [-1.2449, -4.5324, -1.2308], [-0.9666, -5.7964, -0.7243], [0.2854, -6.3630, -0.9206], [1.2717, -5.6778, -1.6158], [1.0064, -4.4118, -2.1244], [1.9693, -3.5448, -2.8335], [3.3058, -3.8389, -3.0762], [4.1234, -2.8965, -3.6844], [3.6254, -1.6529, -4.0487], [2.2888, -1.3494, -3.8184], [1.4670, -2.2973, -3.2294], [-3.2850, -3.5455, -7.5868], [-4.4645, -3.3160, -5.4258], [-3.2162, -2.7013, -3.3976], [0.4255, -2.6055, -5.6768], [-0.8453, -3.1762, -7.7060], [-2.2230, -4.0927, -1.0714], [-1.7255, -6.3393, -0.1770], [0.4975, -7.3457, -0.5213], [2.2428, -6.1344, -1.7557], [3.7168, -4.7984, -2.7909], [5.1636, -3.1311, -3.8668], [4.2749, -0.9242, -4.5146], [1.9005, -0.3797, -4.1123]]}



Sequential frontier orbital gap output: 0.2122, 0.3250, 0.1605, 0.1848 hartree